# 1
A molecular structure, C24H28BF3N7SSeTeY. Source: the Open Molecules 2025 dataset; level of theory: the ωB97M-V functional and the def2-TZVPD basis.

Calculated values
Net charge   0
Frontier orbital gap   4.98 eV
LUMO level   -2.02 eV

```
67
Properties=species:S:1:pos:R:3:mulliken_charge:R:1
H 5.353 -6.387 12.429 -0.100
C 2.144 -4.179 18.299 -0.460
H 3.805 -3.601 16.980 0.374
C 6.519 -11.704 20.066 -0.322
H 7.609 -8.934 19.499 0.256
H 10.905 -8.133 14.070 0.014
H 0.003 -9.542 21.759 0.268
N 5.212 -6.633 17.788 0.586
F -1.191 -4.322 19.263 -0.291
H 1.657 -10.109 21.411 0.079
C 0.916 -6.041 23.381 1.503
H 4.520 -6.529 18.496 -0.133
H 1.420 -6.847 15.566 0.458
H 1.126 -10.219 23.045 0.344
N 6.900 -8.344 19.051 -0.424
C 8.468 -13.869 19.734 -0.589
C 0.714 -5.843 17.328 -0.375
C 0.941 -4.948 18.373 0.096
Y 5.325 -9.220 17.265 0.928
C 6.542 -6.110 18.088 -0.692
C 2.710 -5.291 16.152 0.522
C 2.696 -6.195 22.028 -0.125
F -0.515 -6.256 19.762 -0.294
Se 7.809 -11.943 16.416 0.279
H 7.114 -6.215 17.235 0.509
H 6.785 -5.735 13.888 -0.106
H 6.666 -12.319 22.101 0.319
H 5.824 -10.931 20.166 0.330
H 8.358 -6.717 19.001 0.363
S 4.020 -5.623 21.121 -0.406
C 4.602 -6.021 14.488 -0.339
N 2.413 -7.534 21.841 0.206
H 2.943 -7.989 21.090 -0.221
C 2.938 -4.266 17.141 -0.434
H 0.167 -5.607 25.297 0.343
H -0.144 -6.575 17.508 0.247
N 8.514 -13.281 17.359 -0.710
H 8.139 -14.020 21.864 0.366
C 7.020 -12.001 18.773 0.704
H -0.232 -7.858 23.734 0.340
C 1.089 -9.587 22.166 -1.137
H 6.578 -4.995 18.288 0.298
H 6.058 -8.550 19.634 0.230
N 5.771 -8.933 14.901 -0.795
C 5.955 -8.032 14.138 0.395
C -0.035 -4.958 19.521 0.962
C 6.985 -12.510 21.059 -0.526
C 7.880 -13.572 20.919 -0.478
C 1.568 -6.016 16.239 -0.620
C 0.036 -5.309 24.240 -1.519
C 1.430 -8.182 22.474 0.781
C 3.662 -5.556 15.093 -0.434
H 4.944 -6.076 17.000 -0.310
H 10.561 -8.561 13.537 -0.012
F 0.438 -4.438 20.677 -0.254
C 0.631 -7.399 23.231 -0.782
C 7.998 -13.115 18.592 0.619
H 7.074 -6.508 20.165 0.352
H -0.982 -5.634 23.944 0.377
H 2.455 -3.521 19.080 0.515
N 6.776 -11.228 17.735 -0.285
N 1.911 -5.453 22.788 -0.514
H 0.091 -4.252 24.211 0.369
H 9.128 -14.713 19.492 0.400
Te 3.220 -10.134 18.898 -0.466
B 5.814 -6.389 13.528 0.093
C 7.273 -6.918 19.195 -0.675
```

=====

# 2
C24H28BrNO4 in the gas phase. Source: the Open Molecules 2025 dataset; level of theory: the ωB97M-V functional and the def2-TZVPD basis.

Calculated values
Net charge   0
Relative energy (zero: lowest compared OMol25 entry of this formula, charge and spin)   0.00 kcal per mole
Frontier orbital gap   9.40 eV
LUMO level   0.58 eV

```
58
Properties=species:S:1:pos:R:3:mulliken_charge:R:1
C -1.220 0.348 -0.543 -0.927
H -1.962 3.624 2.031 0.431
H 3.047 -2.120 -0.891 0.415
H 2.224 -4.253 0.878 0.379
H 1.658 1.454 1.388 0.508
H -2.365 1.909 0.316 0.627
H 0.160 -2.836 -0.685 0.312
H 1.018 -0.032 -1.922 0.197
C 3.431 -5.151 -3.227 -0.553
H -2.799 -0.857 1.523 0.269
H -3.646 -0.334 0.071 0.419
C -0.157 -0.105 1.935 -1.269
C 0.841 -2.204 1.117 -0.017
H -5.852 2.578 2.657 0.322
H 1.000 -5.143 -0.060 0.406
C -3.182 0.018 0.995 -1.147
C 0.506 0.930 -2.060 -0.149
C 1.822 3.578 1.339 -0.703
C 1.610 -4.233 -0.030 -1.193
C -0.039 -1.007 0.962 1.087
H 2.081 1.825 -3.211 0.451
C -1.033 1.103 1.830 0.724
H -1.891 0.159 -1.402 0.573
H -3.798 1.166 2.725 0.367
H -4.942 -0.075 2.216 0.306
C -0.240 2.388 1.710 -0.421
H 3.540 -6.006 -3.878 0.372
O -0.686 -0.925 -0.251 -0.514
Br 2.084 6.418 1.244 -0.214
C 4.088 -3.968 -3.520 -0.415
H -0.742 5.743 1.784 0.447
H -1.627 1.174 2.749 0.746
C -0.901 3.605 1.829 -0.294
C -0.222 4.802 1.695 -0.794
H 0.404 -0.260 2.842 0.547
C 3.150 -2.968 -1.553 0.006
C -2.002 0.932 0.641 0.522
O 1.557 -2.361 2.088 -0.712
H 4.710 -3.897 -4.400 0.375
C 2.629 -5.240 -2.103 -0.517
O -0.231 1.260 -0.893 -0.184
C 1.128 2.389 1.474 -0.229
C 3.946 -2.876 -2.680 -0.688
H 0.999 2.987 -2.425 0.326
H 2.885 3.575 1.152 0.460
H -5.510 1.276 0.190 0.301
C 2.483 -4.151 -1.255 0.585
C 1.138 4.775 1.444 -0.025
H -0.186 0.831 -2.910 0.300
O -6.173 2.199 1.831 -0.538
C 1.514 2.038 -2.310 -1.279
C -4.253 0.691 1.852 -0.647
C -5.077 1.729 1.085 -0.448
H 2.193 2.117 -1.466 0.257
H 2.116 -6.164 -1.879 0.339
H -4.442 2.571 0.772 0.245
N 0.757 -3.074 0.092 -0.138
H 4.459 -1.952 -2.902 0.396
```

=====

# 3
6 unconnected molecules or ions with the total composition C24H28Cl4N4. Source: the Open Molecules 2025 dataset; level of theory: the ωB97M-V functional and the def2-TZVPD basis.

Calculated values
Net charge   0
Relative energy (zero: lowest compared OMol25 entry of this formula, charge and spin)   36.77 kcal per mole
Frontier orbital gap   9.81 eV
LUMO level   0.33 eV

```
60
Properties=species:S:1:pos:R:3:mulliken_charge:R:1
H -0.838 0.636 0.826 -0.565
Cl 3.589 1.817 -4.658 -0.193
C 4.560 -0.801 -4.330 -0.298
H -0.268 4.241 4.563 0.373
C -3.182 -3.778 -3.194 -0.422
C 4.933 0.575 0.277 -0.126
N 5.825 1.542 -0.168 -0.553
H 0.782 2.228 -0.668 0.426
H -4.353 2.820 2.170 0.326
H -2.639 4.078 5.700 0.362
H 4.541 0.921 -2.800 -0.102
H -0.596 -0.575 -0.341 0.063
C -4.888 -2.446 -4.329 -0.298
H -2.740 -0.390 -2.889 0.467
C -4.442 -3.704 -3.893 -0.320
C 7.348 -0.221 -0.809 -0.410
H 4.012 1.039 0.596 0.384
H -5.856 -2.371 -4.803 0.353
C -3.596 3.520 3.915 -0.337
H -4.599 3.579 4.313 0.379
Cl 0.419 0.961 -2.617 -0.212
H -2.731 0.773 4.367 0.325
N -2.123 3.062 2.035 -0.368
H 4.474 -1.564 0.529 0.392
C -2.500 3.946 4.637 -0.242
H -2.724 0.524 1.824 0.591
H 4.559 -1.554 -3.543 0.213
H 7.630 1.917 -1.091 0.394
H -4.816 -4.690 -4.125 0.351
C 7.010 1.113 -0.725 -0.205
C -3.099 -1.380 -3.128 -0.151
N -3.196 -1.466 1.921 -0.447
C -2.936 -0.154 3.852 -0.074
N -4.195 -1.322 -3.953 -0.517
C -3.223 -1.292 4.627 -0.593
C -3.406 3.063 2.629 -0.301
H -0.027 3.435 2.494 0.325
H -3.670 -3.400 4.558 0.364
Cl 1.360 -0.089 0.871 -0.245
Cl 3.648 -1.394 -5.649 -0.179
C -2.569 -2.577 -2.718 -0.165
H -3.319 -1.186 5.698 0.373
C 3.926 0.480 -3.584 0.148
H -3.619 -3.490 2.227 0.344
H 6.677 -2.206 -0.512 0.377
C -3.353 -2.545 2.678 -0.355
C 5.203 -0.832 0.214 -0.357
C -1.063 3.511 2.788 0.001
H -1.695 -2.659 -2.088 0.340
C -0.005 1.537 -0.971 -0.588
H -0.930 2.105 -1.068 0.349
C -0.152 0.349 0.029 0.804
C -3.506 -2.474 4.026 -0.283
C -1.207 3.980 4.098 -0.511
H 3.017 0.190 -3.057 0.091
H 5.595 -0.676 -4.648 0.322
H -2.722 -4.691 -2.847 0.353
C -2.959 -0.296 2.486 -0.266
H 8.244 -0.552 -1.314 0.372
C 6.390 -1.168 -0.429 -0.278
```